Entry 1:
Entry from the Open Molecules 2025 dataset: a 2-piece molecular cluster, C2H8NO2 overall (ωB97M-V/def2-TZVPD).

Cartesian coordinates (Å):
C (-0.646365, -2.193103, 1.507680)
N (0.472786, -1.173797, 1.551879)
H (-0.640448, -2.795427, 2.414646)
H (-1.555863, -1.596711, 1.591658)
H (-0.567944, -2.844548, 0.651226)
H (0.091605, -0.272318, 1.254755)
H (1.211481, -1.328809, 0.867460)
H (0.808566, -1.110474, 2.507755)
O (0.338733, 0.482514, -0.473918)
C (0.158096, 1.581732, -0.938661)
O (-0.304503, 1.719027, -2.152036)
H (0.415281, 2.508153, -0.411225)
H (-0.921102, 2.382930, -2.455199)

Cartesian forces (eV/Å) of the 3 atoms listed first:
C -0.2744 0.3419 0.9024
N -0.7194 -0.3697 0.0737
H 0.4031 -0.0490 -0.0906

Values from the calculation:
Relative energy (zero: lowest compared OMol25 entry of this formula, charge and spin) in eV: 0.9012
Net charge: +1
LUMO in eV: -3.30
Spin multiplicity: 1

---

Entry 2:
Entry from the Open Molecules 2025 dataset: a 7-piece molecular cluster, C21H24F12O18P overall (ωB97M-V/def2-TZVPD).

Cartesian coordinates (Å):
C (-0.822469, 0.891133, 4.424388)
P (-0.941028, 2.085478, 2.958043)
F (-1.266652, 0.748154, 1.921081)
C (1.009012, 1.935528, 2.592197)
F (1.735014, 1.190112, 3.506093)
F (1.549366, 3.217879, 2.649914)
C (1.445268, 1.409770, 1.215390)
F (2.770755, 1.708706, 0.974212)
F (0.778126, 1.978080, 0.209252)
F (1.355937, 0.087277, 1.104766)
H (-1.857112, 0.683097, 4.715277)
H (-0.321289, 1.348512, 5.281337)
H (-0.378655, -0.078550, 4.178093)
H (-0.974040, 2.964066, 1.810090)
H (-2.354676, 2.299691, 3.167382)
H (-0.634367, 3.215089, 3.810505)
C (4.309395, 2.275903, -1.607844)
C (5.308535, 3.375984, -1.879577)
O (5.615198, 3.191145, -3.246542)
C (4.529289, 2.599973, -3.835483)
O (4.365677, 2.526588, -5.006378)
O (3.687403, 2.133009, -2.893814)
F (6.454405, 3.237002, -1.153463)
H (4.809259, 1.343649, -1.341668)
H (3.583074, 2.525641, -0.843931)
H (4.924142, 4.385404, -1.729140)
C (9.911016, 2.905727, -0.777989)
C (9.704814, 1.511864, -0.228366)
O (10.853864, 1.327349, 0.571184)
C (11.271929, 2.559591, 0.992590)
O (12.053572, 2.745031, 1.859510)
O (10.654877, 3.526914, 0.274163)
F (9.695013, 0.567353, -1.209792)
H (10.515252, 2.884319, -1.686334)
H (8.983469, 3.437253, -0.968865)
H (8.811143, 1.389692, 0.384450)
C (-5.370077, 0.524678, 0.880098)
C (-5.655642, -0.931508, 1.172088)
O (-4.762024, -1.210514, 2.223150)
C (-4.520192, -0.034673, 2.891360)
O (-3.992908, 0.046887, 3.941993)
O (-4.972864, 1.010746, 2.156878)
F (-5.371451, -1.738345, 0.110304)
H (-4.540909, 0.634445, 0.178122)
H (-6.236080, 1.068194, 0.516687)
H (-6.676995, -1.131694, 1.497402)
C (-9.877423, 1.134460, -1.682009)
C (-10.140453, -0.331431, -1.403433)
O (-9.240005, -0.593955, -0.337903)
C (-9.047544, 0.566967, 0.339370)
O (-8.551756, 0.647153, 1.413272)
O (-9.497323, 1.616538, -0.388525)
F (-9.818437, -1.116888, -2.458807)
H (-9.046852, 1.262467, -2.377815)
H (-10.748224, 1.670459, -2.048238)
H (-11.150556, -0.561504, -1.081425)
C (10.705288, -2.307512, -1.737813)
C (11.216277, -2.573387, -3.136779)
O (11.518675, -3.953762, -3.094681)
C (10.710950, -4.529750, -2.155513)
O (10.539158, -5.694384, -2.039355)
O (10.134282, -3.574165, -1.390605)
F (12.345468, -1.877103, -3.418107)
H (11.526505, -2.078767, -1.056813)
H (9.964250, -1.518930, -1.691032)
H (10.487745, -2.390976, -3.928617)
C (-11.268416, -5.740050, -0.535343)
C (-10.532006, -4.974320, 0.544854)
O (-10.591374, -3.644795, 0.057640)
C (-11.693698, -3.534416, -0.723322)
O (-12.159493, -2.505854, -1.089192)
O (-12.187726, -4.756025, -1.022340)
F (-9.243098, -5.356222, 0.658647)
H (-10.588085, -6.031376, -1.336342)
H (-11.801677, -6.612105, -0.168696)
H (-10.999827, -5.011997, 1.530116)

Cartesian forces (eV/Å) of the 3 atoms listed first:
C -0.4466 -0.2654 -0.0874
P -0.6048 0.3273 0.9120
F 0.1166 0.0277 -0.1706

Values from the calculation:
Net charge: -1
LUMO in eV: 1.53
Spin multiplicity: 1

---

Entry 3:
Entry from the Open Molecules 2025 dataset: a 2-piece molecular cluster, C14H16O overall (ωB97M-V/def2-TZVPD).

Cartesian coordinates (Å):
C (3.279490, 0.292143, -0.587434)
C (2.015845, -0.338013, -1.134939)
C (1.320685, -1.312159, -0.431411)
C (0.014631, -1.645865, -0.796455)
C (-0.550128, -1.095784, -1.931874)
O (-1.686205, -1.632008, -2.400946)
C (0.162625, -0.106396, -2.652173)
C (1.439369, 0.259936, -2.266756)
H (3.938695, 0.609789, -1.395351)
H (3.781009, -0.402210, 0.091486)
H (3.045642, 1.245346, -0.081067)
H (1.960069, -1.818586, 0.278593)
H (-0.581605, -2.217152, -0.108612)
H (-2.099818, -1.450402, -3.225199)
H (-0.322263, 0.414459, -3.478828)
H (2.007290, 1.005598, -2.802899)
C (-2.888871, 1.270169, 0.371660)
C (-1.714305, 0.637264, 1.052421)
C (-0.455462, 1.244949, 0.870532)
C (0.582703, 0.815705, 1.664113)
C (0.424052, -0.149617, 2.667682)
C (-0.830679, -0.701195, 2.881425)
C (-1.836382, -0.409439, 1.972757)
H (-2.551586, 1.675590, -0.595631)
H (-3.095759, 2.212087, 0.879768)
H (-3.792834, 0.740635, 0.109445)
H (-0.380545, 2.179863, 0.322969)
H (1.450569, 1.455748, 1.841577)
H (1.304093, -0.702749, 3.001191)
H (-1.079039, -1.349240, 3.714070)
H (-2.861281, -0.728457, 2.169873)

Cartesian forces (eV/Å) of the 3 atoms listed first:
C -0.1774 -0.0532 -0.2508
C 0.1255 1.0076 -0.4662
C 0.4725 0.5040 -1.0780

Values from the calculation:
Relative energy (zero: lowest compared OMol25 entry of this formula, charge and spin) in eV: 1.5476
LUMO in eV: 0.77
Spin multiplicity: 1
SMILES: Cc1ccc(O)cc1.Cc1ccccc1

---

Entry 4:
Entry from the Open Molecules 2025 dataset: C17H32BrN5O6Y as an isolated structure (ωB97M-V/def2-TZVPD).

Cartesian coordinates (Å):
Y (0.518184, 0.096605, 0.439149)
C (2.023852, 3.188016, 0.777182)
O (1.601774, 2.168975, -0.158465)
C (2.350841, 2.195495, -1.390024)
C (1.541271, 1.419497, -2.396988)
O (1.178056, 0.139279, -1.828237)
C (1.951636, -0.987649, -2.315950)
C (1.444350, -2.217393, -1.612787)
O (1.503892, -1.960995, -0.198445)
C (1.220252, -3.145907, 0.585723)
H (1.810288, 4.172361, 0.363651)
H (1.458138, 3.047473, 1.696837)
H (3.089167, 3.091037, 0.983953)
H (2.480870, 3.225749, -1.725246)
H (3.337364, 1.754616, -1.221088)
H (0.608900, 1.936308, -2.622278)
H (2.090399, 1.274416, -3.326409)
H (1.808173, -1.083349, -3.391796)
H (3.007704, -0.811041, -2.102207)
H (0.413012, -2.448143, -1.891465)
H (2.093346, -3.058421, -1.862534)
H (0.211880, -3.497551, 0.369207)
H (1.955120, -3.914331, 0.354183)
H (1.308806, -2.866583, 1.634032)
N (-1.472727, 1.588968, 0.040603)
C (-2.325462, 0.939246, -1.009331)
C (-3.814245, 1.096728, -0.662762)
C (-4.865534, 0.352386, -1.491835)
C (-5.021867, 0.773291, -2.955464)
N (-4.221823, -0.076497, -3.838645)
C (-4.509383, -0.306981, -5.112476)
N (-3.882894, -1.295565, -5.759412)
N (-5.408514, 0.432769, -5.755789)
C (-1.912201, -0.532177, -1.119002)
O (-2.191935, -1.181521, -2.107420)
O (-1.236035, -0.971271, -0.094080)
H (-2.018958, 1.589694, 0.901705)
H (-1.338083, 2.571430, -0.182526)
H (-2.098760, 1.411546, -1.967408)
H (-4.042027, 2.166514, -0.676286)
H (-3.937683, 0.768480, 0.375245)
H (-5.817589, 0.544586, -0.997085)
H (-4.717743, -0.727600, -1.440866)
H (-4.754703, 1.827504, -3.081731)
H (-6.068904, 0.660632, -3.239685)
H (-3.454804, -0.590692, -3.408177)
H (-3.428794, -2.029835, -5.243444)
H (-4.026172, -1.442501, -6.744573)
H (-5.773691, 1.281126, -5.358867)
H (-5.736844, 0.173066, -6.671356)
O (2.017244, -0.416321, 6.738122)
C (1.577006, -0.298980, 5.507388)
C (0.222573, -0.256528, 5.141774)
C (-0.101158, -0.132089, 3.818428)
N (0.818003, -0.042870, 2.826875)
C (2.102067, -0.096008, 3.211963)
Br (3.365545, -0.000022, 1.778466)
C (2.546949, -0.217826, 4.493274)
H (1.315956, -0.473957, 7.402320)
H (-0.559459, -0.324966, 5.886325)
H (-1.139790, -0.110195, 3.512529)
H (3.598264, -0.256231, 4.741508)

Cartesian forces (eV/Å) of the 3 atoms listed first:
Y 0.2794 0.1306 -0.0856
C 0.0169 0.0222 0.0110
O -0.0691 -0.0505 0.0228

Values from the calculation:
Relative energy (zero: lowest compared OMol25 entry of this formula, charge and spin) in eV: 0.2443
Net charge: +3
LUMO in eV: -7.74
Spin multiplicity: 1

---

Entry 5:
Entry from the Open Molecules 2025 dataset: an isolated ion of composition C17H28BrN2O2 and charge +1 (ωB97M-V/def2-TZVPD).

Cartesian coordinates (Å):
C (-4.601641, -0.307804, 0.600999)
O (-3.373866, -1.014889, 0.727186)
C (-2.269427, -0.405585, 0.200393)
C (-1.559180, -1.112051, -0.763534)
C (-0.436322, -0.600297, -1.395989)
C (0.281188, -1.396608, -2.451187)
N (1.642088, -1.718183, -2.015209)
C (2.405385, -2.546321, -2.939498)
C (3.885661, -2.167928, -2.758181)
N (3.943035, -0.693042, -2.664026)
C (4.979398, -0.187760, -1.758502)
C (4.033097, -0.040315, -3.975765)
C (-0.041697, 0.677274, -1.021729)
Br (1.464769, 1.492576, -1.849263)
C (-0.691464, 1.392365, -0.040486)
C (-1.802439, 0.859053, 0.610351)
O (-2.385934, 1.628975, 1.559004)
C (-2.603706, 1.049899, 2.855013)
C (-3.620956, 1.921224, 3.612605)
C (-2.849495, 2.543487, 4.778810)
C (-1.765730, 1.512737, 5.081880)
C (-1.310982, 1.079559, 3.691321)
H (-5.324146, -0.862538, 1.195371)
H (-4.920821, -0.295801, -0.445524)
H (-4.532599, 0.717913, 0.966401)
H (-1.932002, -2.088230, -1.034117)
H (-0.302101, -2.298582, -2.676159)
H (0.364015, -0.805782, -3.371056)
H (1.603070, -2.145730, -1.094201)
H (2.080899, -2.313517, -3.956138)
H (2.275134, -3.622731, -2.787892)
H (4.499916, -2.532086, -3.581130)
H (4.259202, -2.592763, -1.825554)
H (2.985621, -0.483978, -2.250936)
H (4.889027, 0.893269, -1.676841)
H (5.968090, -0.436887, -2.140903)
H (4.859291, -0.620898, -0.768538)
H (5.016022, -0.212652, -4.411136)
H (3.272215, -0.431741, -4.644750)
H (3.871296, 1.029158, -3.860675)
H (-0.356457, 2.375811, 0.252179)
H (-2.963046, 0.023048, 2.748068)
H (-4.437255, 1.301317, 3.981499)
H (-4.034685, 2.675905, 2.945565)
H (-2.388347, 3.480941, 4.466738)
H (-3.490830, 2.742972, 5.634340)
H (-2.194344, 0.663741, 5.616004)
H (-0.949676, 1.919877, 5.675666)
H (-0.643556, 1.834256, 3.270276)
H (-0.795714, 0.119343, 3.689249)

Cartesian forces (eV/Å) of the 3 atoms listed first:
C -0.3118 0.1198 -0.1135
O 0.4826 -0.0015 0.1075
C -0.0875 0.0899 0.0412

Values from the calculation:
Relative energy (zero: lowest compared OMol25 entry of this formula, charge and spin) in eV: 0.0000
Net charge: +1
LUMO in eV: -2.28
Spin multiplicity: 1
SMILES: COc1cc(CNCC[NH+](C)C)c(Br)cc1OC1CCCC1

---

Q: Number 5 is which compound?
A: C17H28BrN2O2